Here is a 4-piece molecular cluster, C37H61BrFN7O8 overall in a non-equilibrium geometry from the OMol25 dataset. Energies are from the ωB97M-V functional and the def2-TZVPD basis.

ORCA input file:
```
! wB97M-V def2-TZVPD RIJCOSX def2/J DEFGRID3
* xyz 0 1
H 0.741 -5.276 5.462
N 0.950 -4.316 5.142
C 1.428 -4.372 3.931
C 1.565 -5.833 3.343
C 1.839 -3.007 3.266
C 1.575 -2.764 1.737
C 2.435 -3.802 0.855
C 3.765 -4.404 1.413
C 4.104 -5.782 0.638
C 3.888 -5.688 -0.904
C 3.433 -5.791 -2.039
N 1.957 -1.312 1.435
C 3.404 -0.993 1.643
C 4.137 -0.273 0.433
C 4.116 -1.032 -0.958
Br 5.592 -2.359 -1.187
C 1.008 -0.302 2.085
C 1.333 1.195 1.588
C 1.128 1.447 0.030
C 0.694 2.333 2.538
C 1.777 3.321 3.153
C -0.507 -0.730 2.161
C -1.574 0.302 1.515
C -2.344 1.301 2.335
C -3.294 2.089 1.505
C -3.389 1.820 0.063
N -2.701 0.941 -0.761
C -1.831 0.230 0.059
C -1.060 -1.141 3.633
C -0.705 -0.228 4.851
F -2.480 -1.375 3.608
O -0.870 -1.926 1.445
C 0.113 -2.911 1.167
C 0.043 -2.976 -0.465
O -1.399 -3.068 -0.741
N -1.470 -3.723 -1.959
O -1.515 -2.920 -2.833
C -0.628 -4.303 1.559
O -0.531 -5.360 0.892
O -1.425 -4.310 2.636
H 1.477 -5.915 2.222
H 0.804 -6.561 3.781
H 2.582 -6.229 3.681
H 2.962 -2.925 3.494
H 1.418 -2.212 3.972
H 1.808 -4.696 0.516
H 2.687 -3.253 -0.118
H 3.842 -4.646 2.508
H 4.657 -3.726 1.178
H 5.226 -5.932 0.804
H 3.611 -6.681 1.121
H 2.962 -5.973 -3.044
H 1.794 -1.152 0.417
H 3.459 -0.243 2.508
H 4.062 -1.832 1.990
H 5.237 -0.197 0.736
H 3.807 0.789 0.235
H 3.094 -1.453 -1.249
H 4.322 -0.219 -1.765
H 1.403 -0.253 3.159
H 2.440 1.457 1.740
H 0.194 2.096 -0.082
H 0.900 0.506 -0.575
H 1.998 1.964 -0.483
H 0.050 1.929 3.365
H 0.026 2.966 1.863
H 2.172 4.079 2.400
H 1.426 3.820 4.111
H 2.688 2.690 3.448
H -2.219 1.437 3.437
H -3.936 2.883 1.985
H -4.167 2.439 -0.495
H -1.195 -0.512 -0.524
H -0.674 -2.193 3.866
H 0.238 0.387 4.806
H -1.531 0.484 5.195
H -0.563 -0.918 5.754
H 0.441 -2.030 -0.951
H 0.467 -3.928 -0.891
C -4.265 5.393 -1.988
N -4.320 5.317 -0.540
C -3.801 6.184 0.369
C -3.066 7.392 -0.149
O -3.938 5.970 1.566
H -5.287 5.415 -2.369
H -3.767 4.495 -2.359
H -3.730 6.273 -2.334
H -4.797 4.534 -0.119
H -2.711 7.986 0.693
H -2.202 7.082 -0.742
H -3.734 8.011 -0.751
C 5.693 0.998 -6.857
N 4.933 0.944 -5.624
C 4.810 -0.094 -4.758
C 5.536 -1.371 -5.078
O 4.121 0.027 -3.750
H 6.424 1.804 -6.775
H 5.005 1.223 -7.675
H 6.207 0.063 -7.064
H 4.418 1.765 -5.342
H 5.340 -2.103 -4.295
H 5.183 -1.778 -6.028
H 6.612 -1.190 -5.120
C -9.468 4.666 -2.548
N -8.140 4.769 -3.118
C -7.502 3.885 -3.934
C -8.233 2.626 -4.317
O -6.370 4.125 -4.331
H -10.055 5.523 -2.883
H -9.380 4.699 -1.460
H -9.971 3.748 -2.842
H -7.590 5.588 -2.905
H -7.598 2.024 -4.967
H -8.468 2.040 -3.426
H -9.148 2.872 -4.860
*
```

The calculation puts the energy relative to the best compared isomer or geometry (same formula, charge and spin) at 0.0 kJ/mol. Its total energy is -138916.997 eV. Its gap between HOMO and LUMO is 7.1 eV. The value obtained for the HOMO energy is -7.072 eV. The SMILES is [H]/N=C(\C)C[C@]1(CCCC#C)[N@H+](CCCBr)[C@@H]([C@@H](C)CC)[C@](c2cccnc2)([C@@H](C)F)O[C@]1(CON=O)C(=O)[O-].CNC(C)=O.CNC(C)=O.CNC(C)=O.